Molecular formula: C5H19N2O3
Method: DFT, wB97M-V/def2-TZVPD

**E_HOMO**: -12.57 eV
**Energy above the lowest of the compared OMol25 structures with the same formula, charge and spin**: 83.9 kcal/mol
**LUMO**: -0.105 Ha
**Max |F|**: 5.37 eV/Å
**Total charge**: +1

Atoms and positions in Å:
N: -0.096 1.678 -0.056
C: 0.430 1.455 1.355
C: -0.439 0.426 2.086
N: -0.742 -0.786 1.058
C: -1.582 -1.882 1.664
C: 0.469 -1.434 0.654
C: 0.438 -1.701 -0.838
O: 0.496 -0.565 -1.646
H: -1.237 1.826 -0.183
H: 0.156 0.769 -0.610
H: 0.471 2.436 -0.510
H: 0.425 2.406 1.866
H: 1.542 1.303 1.309
H: -0.012 -0.096 3.006
H: -1.481 0.898 2.243
H: -1.035 -2.451 2.365
H: -2.382 -1.319 2.198
H: -2.046 -2.416 0.933
H: 0.732 -2.349 1.238
H: 1.428 -0.979 0.841
H: 1.364 -2.255 -1.149
H: -0.515 -2.206 -1.154
H: 1.198 -0.525 -2.452
H: 2.541 0.996 -0.594
H: 3.139 0.771 -1.946
O: 2.503 1.254 -1.551
H: -1.170 0.869 -2.354
H: -2.671 0.915 -2.075
O: -1.808 1.060 -1.743

Atomic forces in eV per Å
N -0.66 -0.43 -0.01
C 0.47 0.41 0.00
C -1.60 -2.58 -1.39
N 0.38 1.15 2.12
C -0.35 4.86 1.72
C 1.32 -0.86 -0.79
C 0.68 -2.69 -1.25
O 1.62 2.64 -2.94
H 3.73 -0.59 0.18
H -0.75 1.32 0.36
H -1.02 -0.64 0.42
H -0.53 0.34 0.29
H -1.08 -0.66 -0.20
H -0.39 1.44 -0.90
H 1.72 -0.82 0.21
H 0.60 -0.88 0.75
H 0.28 -0.71 -0.15
H -0.94 -1.74 -2.08
H -0.82 -0.10 -0.61
H 0.23 1.49 0.16
H -1.10 -0.46 0.67
H 1.00 -0.13 0.59
H -2.41 -0.60 3.39
H 0.15 0.26 -1.40
H 3.62 -2.38 -2.14
O -3.27 2.40 3.51
H 2.28 -1.08 -2.70
H -1.14 -0.28 -0.84
O -2.01 1.31 3.04